{
  "formula": "C56H118O30P2S11",
  "method": "ωB97M-V with the def2-TZVPD basis set",
  "homo_lumo_gap_ev": 9.45,
  "mol_weight_g_mol": 1686.2,
  "homo_energy_ev": -9.60,
  "lumo_ev": -0.15,
  "symbols": ["C", "C", "C", "S", "O", "O", "C", "H", "H", "H", "H", "H", "H", "H", "H", "C", "C", "C", "S", "O", "O", "C", "H", "H", "H", "H", "H", "H", "H", "H", "C", "C", "C", "S", "O", "O", "C", "H", "H", "H", "H", "H", "H", "H", "H", "C", "C", "C", "S", "O", "O", "C", "H", "H", "H", "H", "H", "H", "H", "H", "C", "C", "C", "S", "O", "O", "C", "H", "H", "H", "H", "H", "H", "H", "H", "C", "C", "C", "S", "O", "O", "C", "H", "H", "H", "H", "H", "H", "H", "H", "C", "C", "C", "S", "O", "O", "C", "H", "H", "H", "H", "H", "H", "H", "H", "C", "C", "C", "S", "O", "O", "C", "H", "H", "H", "H", "H", "H", "H", "H", "C", "C", "C", "S", "O", "O", "C", "H", "H", "H", "H", "H", "H", "H", "H", "C", "C", "C", "S", "O", "O", "C", "H", "H", "H", "H", "H", "H", "H", "H", "C", "C", "C", "S", "O", "O", "C", "H", "H", "H", "H", "H", "H", "H", "H", "C", "C", "O", "P", "O", "O", "C", "C", "O", "C", "C", "H", "H", "H", "H", "H", "H", "H", "H", "H", "H", "H", "H", "H", "H", "H", "C", "C", "O", "P", "O", "O", "C", "C", "O", "C", "C", "H", "H", "H", "H", "H", "H", "H", "H", "H", "H", "H", "H", "H", "H", "H"],
  "positions_angstrom": [[-3.215860, 1.835232, -7.110258], [-1.843490, 2.439862, -7.575378], [-1.780510, 3.620172, -6.612528], [-2.104830, 2.899612, -4.890318], [-2.847480, 3.909762, -4.206488], [-0.862870, 2.342882, -4.305078], [-3.165010, 1.591372, -5.627838], [-3.329100, 0.912712, -7.679678], [-4.083800, 2.429082, -7.396838], [-1.806870, 2.910762, -8.557728], [-0.975860, 1.780112, -7.568718], [-2.536560, 4.392942, -6.751488], [-0.767450, 4.021072, -6.645408], [-4.131710, 1.789312, -5.164798], [-3.007500, 0.539852, -5.387838], [5.809970, 0.019332, -2.166698], [6.424520, -1.070598, -3.083568], [7.146620, -2.155768, -2.375998], [6.753510, -1.932208, -0.488118], [7.986910, -1.579938, 0.207992], [6.048380, -3.122638, 0.069272], [5.537490, -0.485778, -0.764238], [5.087190, 0.570172, -2.768578], [6.546890, 0.798032, -1.970038], [7.141160, -0.650058, -3.789038], [5.703680, -1.509078, -3.773668], [8.235060, -2.176078, -2.430738], [6.610690, -3.103628, -2.425468], [5.619430, 0.170682, 0.102052], [4.606990, -1.051168, -0.713108], [-3.034390, -2.722648, -5.498398], [-2.102870, -3.821078, -5.129628], [-2.250360, -5.121428, -5.953488], [-3.687030, -4.774008, -7.110058], [-4.619730, -5.878138, -7.008428], [-3.291070, -4.268718, -8.418858], [-4.285780, -3.320828, -6.110998], [-2.627580, -2.136108, -6.322158], [-3.098520, -1.881438, -4.808218], [-2.403070, -3.896788, -4.084518], [-1.079250, -3.484228, -4.965818], [-2.575180, -5.803908, -5.168098], [-1.476510, -5.599408, -6.554148], [-4.916810, -3.781748, -5.351098], [-5.036820, -2.806538, -6.710618], [4.107690, 1.979422, 5.487272], [4.791850, 2.726222, 4.326942], [3.828480, 3.719462, 3.561312], [2.246660, 3.747262, 4.656162], [1.069370, 3.641542, 3.748362], [2.222560, 4.911662, 5.596952], [2.640440, 2.167492, 5.573212], [4.641650, 1.942622, 6.436812], [4.142310, 0.952172, 5.124422], [5.191770, 1.955482, 3.668052], [5.652500, 3.370632, 4.506152], [3.541930, 3.352132, 2.575892], [4.263940, 4.695332, 3.346472], [2.029520, 1.487252, 4.979782], [2.022160, 2.256742, 6.466442], [0.804010, 7.538872, 0.188062], [1.843550, 6.395992, -0.040228], [2.719960, 6.339782, 1.276452], [2.955420, 8.123472, 1.871332], [4.156910, 8.612172, 1.301152], [2.757980, 8.218222, 3.338652], [1.420430, 8.790392, 0.948452], [-0.045980, 7.109522, 0.718432], [0.274500, 7.765002, -0.737448], [2.331880, 6.654352, -0.979848], [1.223390, 5.524452, -0.249848], [3.719160, 5.904382, 1.264842], [2.124020, 5.870152, 2.059022], [1.829000, 9.669322, 0.449822], [0.849220, 9.195532, 1.783732], [-3.435550, -1.941478, 8.151372], [-2.344900, -2.933328, 8.237072], [-1.329050, -2.698088, 7.168782], [-1.281840, -0.882288, 6.908062], [-1.340380, -0.452728, 5.500752], [-0.170300, -0.345848, 7.600112], [-2.831430, -0.458138, 7.803382], [-3.776640, -1.767308, 9.171872], [-4.203820, -2.086738, 7.391922], [-2.684240, -3.967888, 8.288392], [-1.731960, -2.758598, 9.121312], [-1.795880, -3.202058, 6.322502], [-0.321760, -3.101098, 7.273942], [-3.534400, -0.174388, 7.020172], [-2.489550, 0.223462, 8.582252], [3.359720, 3.757522, -6.070658], [2.096380, 2.925262, -5.834518], [2.392970, 2.409492, -4.368528], [3.539480, 3.691462, -3.562658], [4.797480, 3.070032, -3.325288], [2.969400, 4.236632, -2.309368], [3.610810, 4.903292, -4.998758], [3.317110, 4.191672, -7.069558], [4.296090, 3.248932, -6.300118], [2.063590, 2.013022, -6.430208], [1.155900, 3.462182, -5.958258], [2.953320, 1.480952, -4.259388], [1.548310, 2.222812, -3.705358], [4.596540, 5.328142, -4.809158], [2.749920, 5.571642, -5.015838], [1.401940, -6.582598, -1.288998], [2.514120, -6.033868, -0.311568], [3.622960, -5.157718, -0.991588], [3.301890, -5.352908, -2.841598], [3.831030, -6.597698, -3.387258], [3.437160, -4.154798, -3.581098], [1.481880, -5.745668, -2.567438], [0.459390, -6.711028, -0.756828], [1.743520, -7.587858, -1.535728], [2.906680, -6.851388, 0.293132], [1.979820, -5.410328, 0.405242], [4.644600, -5.513488, -0.858208], [3.680150, -4.121818, -0.657298], [1.210290, -6.360028, -3.425868], [0.865880, -4.855488, -2.694778], [-3.170150, -6.337938, 2.804362], [-4.022040, -7.638118, 2.825812], [-3.122710, -8.855568, 3.183192], [-1.594780, -8.130638, 4.067612], [-0.420230, -8.274208, 3.197112], [-1.614070, -8.763838, 5.394032], [-2.186880, -6.322178, 4.008852], [-3.771980, -5.438258, 2.676002], [-2.616220, -6.499678, 1.879642], [-4.414920, -7.684388, 1.810122], [-4.719700, -7.719988, 3.659272], [-2.776360, -9.453388, 2.340132], [-3.524610, -9.610268, 3.859212], [-1.325290, -5.658948, 4.085612], [-2.744710, -6.378798, 4.943582], [5.008690, -5.578798, 4.253872], [4.502070, -5.191938, 2.878012], [3.094450, -4.561278, 2.824192], [2.908230, -3.929398, 4.599922], [1.495530, -4.044078, 5.018132], [3.559970, -2.643368, 4.766342], [4.001650, -5.311758, 5.373792], [5.800600, -4.876148, 4.513222], [5.412150, -6.585768, 4.360282], [4.539650, -6.075738, 2.241162], [5.150630, -4.530948, 2.303062], [2.328910, -5.311828, 2.627402], [2.940920, -3.755508, 2.106382], [3.298120, -6.141708, 5.439492], [4.350940, -4.921538, 6.329732], [-2.176870, -5.834848, -1.302258], [-1.584970, -4.476748, -0.974728], [-2.602320, -3.413398, -0.558958], [-4.261330, -4.194178, -0.932988], [-4.945360, -3.385618, -1.970588], [-4.923350, -4.466568, 0.283652], [-3.588360, -5.749968, -1.716308], [-2.250880, -6.625758, -0.555878], [-1.535700, -6.405038, -1.974478], [-1.093010, -4.177778, -1.900308], [-0.912720, -4.474268, -0.116728], [-2.500580, -2.404698, -0.959288], [-2.613170, -3.373578, 0.530262], [-3.639790, -5.641018, -2.799628], [-4.366490, -6.471638, -1.467748], [-3.735670, 5.480032, 0.535662], [-4.977040, 5.136352, 1.227832], [-5.026180, 6.219432, 2.239782], [-5.405050, 7.744522, 1.841212], [-6.311790, 8.494132, 2.708732], [-3.964290, 8.524912, 1.567132], [-3.364250, 9.494712, 2.383242], [-4.043240, 10.829402, 2.447922], [-5.953040, 7.538662, 0.279922], [-6.917780, 8.386072, -0.365268], [-6.376590, 9.308432, -1.514198], [-3.962580, 6.226652, -0.225368], [-2.892990, 5.741802, 1.175562], [-3.411920, 4.644642, -0.085158], [-5.860970, 5.045052, 0.596612], [-4.694940, 4.144732, 1.581662], [-3.433360, 9.019622, 3.361822], [-2.295860, 9.678442, 2.269692], [-3.996840, 11.329292, 3.415422], [-3.911570, 11.640322, 1.731562], [-5.125440, 10.704212, 2.483502], [-7.454910, 7.627402, -0.934488], [-7.643380, 8.896712, 0.267852], [-5.550830, 9.878672, -1.088698], [-6.034590, 8.632702, -2.298118], [-7.114710, 10.000522, -1.919528], [1.664230, -0.879288, -3.251828], [0.265600, -1.399878, -2.741228], [-0.275010, -0.798568, -1.558718], [0.654460, -0.630498, -0.219658], [2.153520, -0.625588, -0.426778], [0.007900, -1.803958, 0.875402], [0.557150, -1.668168, 2.239012], [-0.446820, -2.357638, 3.060012], [0.123210, 0.796962, 0.384792], [0.833200, 1.911522, -0.009878], [-0.216610, 2.816632, -0.661998], [2.468980, -1.555058, -2.962318], [1.628270, -0.594708, -4.303408], [1.853100, 0.151072, -2.950528], [-0.481340, -1.438358, -3.534148], [0.440300, -2.442858, -2.477098], [1.576890, -2.037738, 2.346922], [0.616670, -0.652538, 2.630222], [-0.201820, -2.347358, 4.122072], [-1.385590, -1.829578, 2.892792], [-0.409420, -3.432228, 2.881242], [1.439710, 2.375582, 0.767862], [1.625560, 1.714052, -0.731868], [0.324350, 3.735942, -0.886358], [-0.596020, 2.572612, -1.654268], [-1.061230, 2.987402, 0.005502]],
  "forces_ev_per_angstrom": [[0.97, -1.00, -2.02], [-1.59, 1.61, 0.61], [1.77, -0.85, 1.25], [2.55, -0.43, -2.22], [-0.57, -0.13, 0.82], [-1.95, 0.60, -0.81], [-1.17, -0.05, 1.08], [-0.30, -0.34, 0.36], [0.36, 0.45, 0.02], [-0.63, -0.43, -0.32], [-0.21, -0.18, 0.63], [0.04, -0.20, -0.15], [-0.17, 0.48, 0.48], [-0.12, 0.17, -0.04], [0.97, 0.27, 0.27], [1.71, 0.83, 0.11], [0.18, 0.42, -1.17], [-1.00, -0.81, 3.13], [0.32, -0.55, -0.20], [-0.96, 0.31, -0.48], [0.52, 1.85, -1.19], [-0.50, -2.28, -0.01], [-0.73, -0.30, 0.75], [0.44, 0.06, -0.50], [-0.02, 0.59, 0.14], [-0.49, -0.03, 0.40], [-0.27, -0.23, -0.07], [0.69, -0.31, -0.72], [0.13, 0.17, -0.39], [-0.26, 0.21, 0.23], [-0.07, 2.30, -3.37], [1.19, 0.14, 1.44], [-1.35, 0.59, 0.32], [-0.34, 0.66, 0.88], [0.42, 0.50, -0.25], [0.19, -0.60, 1.21], [-0.86, -1.75, 0.67], [0.52, -0.10, -0.59], [-0.68, -0.74, 0.86], [-0.06, -1.47, 0.28], [0.20, 0.15, -0.75], [-0.38, -0.67, -0.80], [0.37, 0.68, 0.23], [0.11, -0.32, 0.30], [0.76, 0.64, -0.27], [0.72, -1.80, -0.03], [-0.04, 1.59, -1.27], [-0.59, -1.28, 0.89], [-0.73, 2.56, -0.51], [1.96, -0.35, 1.47], [0.54, -2.56, -1.74], [-2.63, 1.96, -1.27], [-0.10, 0.62, -0.06], [0.40, -0.27, 0.43], [-0.22, 0.23, -0.32], [0.05, -0.36, 1.04], [-0.44, -0.31, 0.22], [-0.24, 0.14, 0.80], [0.44, -0.40, -0.24], [0.84, 0.15, 0.55], [-0.08, 0.61, 0.56], [-0.06, 1.48, 0.67], [-0.86, 0.92, -0.40], [-3.05, -1.94, 1.54], [1.35, 0.84, -0.78], [0.25, -0.15, -2.55], [0.95, -1.11, 0.96], [0.23, 0.22, 0.89], [0.61, 0.54, -0.33], [0.76, -0.32, 0.35], [0.56, -0.32, 0.37], [-0.13, 0.03, -0.42], [0.02, -0.05, 0.08], [-0.17, -0.40, -0.78], [-0.41, -0.35, -0.15], [0.33, 3.35, 1.08], [1.98, -0.52, 1.35], [-0.70, -0.30, -2.05], [-1.03, 0.47, -2.53], [-0.63, -1.21, 1.42], [1.43, 0.33, 1.69], [0.33, -2.99, -1.58], [-1.04, -0.50, -0.27], [-0.04, -0.48, 0.42], [-0.02, 0.03, -0.17], [-0.65, -0.03, 0.79], [0.50, 0.50, -0.88], [-0.08, 0.27, 0.28], [0.38, 1.24, 0.41], [-0.67, -0.12, 0.01], [1.09, 2.15, -2.46], [1.68, -1.18, 2.37], [-0.23, 1.02, 0.55], [-3.12, 0.78, 2.38], [1.63, -0.57, -0.96], [-0.02, -0.25, -2.14], [-0.99, -3.29, 0.68], [-0.58, 0.74, -0.09], [-0.10, -0.96, 1.05], [0.08, 0.32, -0.44], [0.25, 0.11, 0.37], [0.41, 0.16, -0.77], [-0.26, 0.71, -0.11], [-0.13, 0.15, -0.83], [0.32, 0.17, 0.47], [2.04, 0.13, 0.03], [-0.51, 0.72, 0.30], [0.06, -1.24, -0.88], [-2.44, -2.48, 1.77], [0.20, 1.08, 0.93], [0.51, 1.66, -0.69], [0.16, -0.43, -0.75], [-0.06, 0.49, -0.29], [-0.23, -0.08, -0.29], [0.27, -0.01, -0.27], [0.17, 0.28, 0.00], [-0.08, -0.36, 0.09], [-0.51, 0.12, -0.47], [0.22, -0.07, -0.15], [0.26, 0.29, 0.67], [0.85, -0.81, 0.29], [0.91, -0.54, 1.01], [1.38, 0.60, -0.27], [-0.63, -1.22, -1.02], [-1.00, 0.32, 0.96], [0.36, 1.42, -1.23], [-0.71, -2.26, 0.30], [0.03, -0.06, 0.26], [0.47, 0.59, -0.08], [-0.65, -0.45, 0.42], [-0.78, 0.90, -0.56], [0.37, 0.44, -0.22], [-0.25, 0.54, 0.28], [-0.16, -0.05, -0.35], [-0.13, 0.72, 0.14], [0.86, 1.43, 1.78], [-0.36, -0.19, -2.14], [0.31, -0.31, 1.68], [-1.08, -0.95, 0.02], [1.75, -0.03, -0.39], [-0.09, -0.69, -0.29], [-1.96, 0.85, -1.76], [0.50, -0.26, -0.27], [-0.14, 0.04, -0.35], [-0.45, -0.21, -0.01], [0.43, 0.24, 0.64], [-0.17, 0.06, 0.50], [0.38, 0.17, 0.28], [-0.07, 0.08, 0.52], [0.07, -0.22, -0.21], [0.16, -2.50, 1.33], [0.35, 0.85, 0.10], [-1.40, -1.33, 0.44], [1.37, 2.48, -3.98], [0.85, -1.35, 1.42], [-0.89, -0.82, 1.65], [-1.93, 1.71, -1.36], [0.72, 0.63, 1.33], [-0.14, 0.51, -0.75], [0.34, 0.32, 0.28], [0.62, -0.45, -0.52], [-0.09, -0.30, -0.25], [-0.06, 0.30, -0.02], [-0.44, 0.52, -0.05], [0.63, -0.48, 0.39], [1.04, -0.08, -3.21], [1.18, 0.34, 0.62], [-1.64, 0.59, -0.09], [1.02, 0.16, -2.33], [0.21, -0.43, 0.19], [-1.33, -1.50, -1.65], [-0.15, 0.30, 2.50], [-2.21, 1.13, 0.55], [0.97, 0.84, 2.10], [-0.85, -0.37, -1.98], [0.66, -0.80, 1.58], [0.52, 0.57, 0.29], [-0.38, 0.11, 0.12], [0.16, -0.36, 0.02], [0.01, 0.47, 0.27], [-1.03, 0.21, 1.62], [0.20, 0.57, 0.54], [0.07, -0.81, -1.06], [0.99, -0.22, 0.29], [0.71, -0.53, -0.50], [-0.24, -0.48, -0.46], [-0.64, 0.06, 0.25], [0.54, -0.09, 0.55], [0.16, 0.16, -0.38], [0.25, 0.34, -0.09], [-0.19, -0.22, 0.25], [-1.36, 1.07, -0.03], [1.86, -1.01, -0.24], [0.83, 0.45, 1.27], [0.19, -0.06, 1.28], [-2.76, -0.71, 0.40], [2.09, 3.06, -2.20], [0.21, 0.41, 0.10], [-0.04, -0.89, 1.27], [0.15, -4.27, 0.47], [0.14, 2.03, -2.09], [1.02, 1.21, 0.13], [-0.05, 0.31, -0.28], [-0.07, -1.21, -0.56], [0.06, -0.27, 1.18], [-0.22, 0.66, 0.30], [-0.03, -0.27, -0.11], [-0.05, -0.40, -0.52], [-0.20, 0.47, -0.79], [0.04, 0.59, -0.02], [-0.25, -0.61, 0.14], [-0.68, -0.12, -0.59], [-0.79, 0.08, 0.71], [-0.14, -0.49, -0.37], [-0.28, 0.51, 0.29], [0.11, -0.95, 0.14], [0.14, 0.16, 0.04]]
}